# 1
This record from OMol25 describes C4H8N2S in the gas phase. The level of theory is wB97M-V/def2-TZVPD.

For the LUMO energy, the calculation gives 0.61 eV. Its SMILES is CC[C@](N)(S)C#N. The frontier orbital gap is 0.372 Ha.

```
! RIJCOSX wB97M-V def2-TZVPD def2/J DEFGRID3
* xyz 0 1
C -1.714 -0.328 -0.399
C -0.451 0.483 -0.660
C 0.674 0.207 0.318
N 0.329 0.225 1.595
S 2.182 1.342 -0.224
C 1.155 -1.143 0.086
N 1.514 -2.232 0.065
H -1.510 -1.415 -0.824
H -1.796 -0.470 0.615
H -2.589 0.104 -0.913
H -0.589 1.635 -0.799
H -0.015 0.065 -1.679
H 0.630 -0.500 2.131
H 0.233 1.087 2.177
H 1.946 0.938 -1.489
*
```

---

# 2
This record from OMol25 describes a molecular structure, C40H52IrN9OS2Te. The level of theory is wB97M-V/def2-TZVPD.

For the LUMO energy, the calculation gives -4.96 eV. The frontier orbital gap is 0.296 Ha.

```
! RIJCOSX wB97M-V def2-TZVPD def2/J DEFGRID3
* xyz 2 1
Ir 2.428 0.376 0.674
C 2.423 -4.212 -0.066
C 2.253 -2.758 -0.399
N 2.555 -1.826 0.442
N 3.107 -2.339 1.631
C 2.698 -1.774 2.717
N 3.142 -2.243 3.905
S 1.667 -0.351 2.761
C 1.719 -2.469 -1.763
C 1.628 -3.503 -2.697
C 1.096 -3.239 -3.949
C 0.678 -1.952 -4.237
C 0.817 -0.988 -3.249
N 1.311 -1.233 -2.041
H 2.724 -4.356 0.961
H 3.178 -4.662 -0.713
H 1.484 -4.739 -0.246
H 3.559 -3.160 3.933
H 2.751 -1.876 4.755
H 1.956 -4.503 -2.460
H 1.011 -4.029 -4.683
H 0.256 -1.695 -5.199
H 0.515 0.036 -3.439
N 2.352 2.303 1.409
C 3.527 3.192 1.227
C 4.719 2.669 2.010
C 5.320 1.390 1.455
N 4.383 0.233 1.513
H 1.540 2.753 0.997
H 2.191 2.213 2.412
H 3.256 4.190 1.575
H 3.739 3.253 0.162
H 4.448 2.548 3.066
H 5.503 3.428 1.986
H 6.218 1.125 2.014
H 5.613 1.537 0.418
H 4.244 0.014 2.499
H 4.850 -0.582 1.121
C 2.461 2.694 -3.742
N 3.043 1.361 -3.895
C 3.231 0.714 -5.100
C 3.853 -0.456 -4.837
N 4.037 -0.494 -3.474
C 3.540 0.614 -2.896
S 3.784 1.122 -1.276
H 3.239 3.448 -3.844
H 2.001 2.775 -2.760
H 1.713 2.833 -4.519
H 2.915 1.145 -6.033
H 4.182 -1.242 -5.491
H 4.521 -1.205 -2.952
C -6.733 -1.769 -1.592
C -5.354 -1.406 -1.124
C -5.131 -0.277 -0.351
C -3.868 0.071 0.115
C -3.735 1.333 0.915
C -2.798 -0.764 -0.215
Te -0.875 -0.651 0.669
N 0.406 0.736 -0.009
C 0.156 1.846 -0.763
O 1.020 2.722 -0.854
C -1.132 2.100 -1.489
C -1.625 3.406 -1.441
C -2.764 3.751 -2.144
C -3.405 2.804 -2.937
C -2.902 1.516 -3.018
C -1.773 1.164 -2.290
C -1.523 -0.004 2.588
C -1.399 1.258 3.168
C -0.953 2.515 2.470
C -1.766 1.402 4.505
C -2.258 0.354 5.263
C -2.646 0.540 6.702
C -2.386 -0.888 4.649
C -2.020 -1.093 3.330
C -2.156 -2.484 2.759
C -2.981 -1.914 -1.005
C -1.860 -2.843 -1.402
C -4.261 -2.205 -1.450
H -7.406 -0.915 -1.546
H -7.150 -2.556 -0.960
H -6.717 -2.146 -2.614
H -5.966 0.371 -0.107
H -4.444 2.076 0.551
H -2.741 1.760 0.827
H -3.945 1.155 1.972
H -1.096 4.146 -0.854
H -3.146 4.762 -2.090
H -4.289 3.077 -3.498
H -3.392 0.777 -3.639
H -1.399 0.152 -2.357
H -0.565 2.336 1.475
H -0.195 3.029 3.065
H -1.794 3.205 2.376
H -1.677 2.384 4.957
H -2.618 1.589 6.990
H -1.968 -0.009 7.356
H -3.651 0.160 6.885
H -2.781 -1.723 5.217
H -2.680 -3.127 3.463
H -1.177 -2.938 2.572
H -2.731 -2.501 1.829
H -1.001 -2.304 -1.806
H -2.204 -3.532 -2.171
H -1.511 -3.444 -0.557
H -4.412 -3.083 -2.068
*
```

---

# 3
This record from OMol25 describes a molecular structure, C40H90B4F28N8O11S4. The level of theory is wB97M-V/def2-TZVPD.

For the LUMO energy, the calculation gives -1.15 eV. The frontier orbital gap is 0.247 Ha.

```
! RIJCOSX wB97M-V def2-TZVPD def2/J DEFGRID3
* xyz 0 1
C 1.315 0.625 -6.689
C 1.950 1.987 -6.483
C 2.088 2.888 -7.701
O 2.826 2.217 -8.669
C 3.446 3.003 -9.730
N 1.331 2.690 -5.223
H 1.643 2.265 -4.361
H 1.670 3.642 -5.223
H 0.323 2.651 -5.259
H 1.899 0.075 -7.427
H 0.394 0.872 -7.217
H 1.208 -0.066 -5.853
H 2.955 1.807 -6.101
H 2.691 3.703 -7.302
H 1.174 3.283 -8.144
H 3.651 2.419 -10.628
H 4.339 3.402 -9.250
H 2.881 3.901 -9.979
C -7.653 -1.880 3.415
C -6.227 -1.722 2.784
C -5.010 -1.238 3.656
O -3.788 -1.228 2.922
C -2.671 -0.727 3.628
N -5.939 -2.984 1.990
H -5.972 -2.650 1.037
H -5.032 -3.387 2.181
H -6.724 -3.616 2.049
H -7.806 -2.811 3.961
H -8.368 -1.844 2.593
H -7.945 -1.117 4.137
H -6.301 -0.947 2.021
H -4.787 -1.849 4.531
H -5.318 -0.240 3.968
H -2.416 -1.195 4.579
H -2.690 0.342 3.837
H -1.893 -0.923 2.890
C 5.737 3.409 -0.696
C 5.659 3.587 0.842
C 4.815 2.542 1.597
O 4.452 3.091 2.876
C 3.513 2.179 3.532
N 7.045 3.560 1.557
H 7.528 4.438 1.433
H 6.860 3.324 2.521
H 7.652 2.892 1.103
H 5.730 2.388 -1.079
H 6.665 3.873 -1.030
H 4.916 3.917 -1.202
H 5.436 4.600 1.178
H 5.328 1.582 1.655
H 3.955 2.377 0.948
H 4.064 1.247 3.664
H 2.609 2.059 2.935
H 3.306 2.448 4.568
C -3.423 1.250 0.923
C -4.399 1.745 -0.123
C -5.080 3.055 0.248
N -4.412 4.424 -0.186
C -4.317 4.591 -1.734
C -2.999 4.508 0.415
C -2.761 5.971 0.527
C -4.066 6.688 0.452
C -5.138 5.677 0.353
H -3.860 1.370 1.914
H -2.406 1.622 0.795
H -3.299 0.183 0.742
H -5.151 0.957 -0.087
H -4.019 1.847 -1.140
H -5.105 3.158 1.333
H -6.110 3.041 -0.109
H -3.679 5.463 -1.883
H -5.283 4.635 -2.236
H -3.708 3.730 -2.009
H -2.318 3.899 -0.178
H -3.147 4.197 1.449
H -1.999 6.471 -0.070
H -2.327 6.120 1.516
H -4.045 7.377 -0.392
H -4.156 7.275 1.366
H -5.952 5.909 -0.335
H -5.503 5.494 1.364
C 0.226 1.009 1.321
C -0.029 -0.355 0.464
C 0.497 -0.295 -0.972
N -0.069 -1.456 -1.839
C 0.266 -2.801 -1.172
C 0.497 -1.466 -3.306
C -0.591 -2.113 -4.187
C -1.926 -2.148 -3.405
C -1.592 -1.322 -2.134
H -0.558 1.126 2.068
H 0.069 1.850 0.644
H 1.171 0.852 1.840
H -1.072 -0.660 0.379
H 0.314 -1.235 1.009
H 1.584 -0.235 -1.039
H 0.085 0.526 -1.558
H 1.327 -2.919 -0.950
H 0.041 -3.544 -1.937
H -0.472 -2.938 -0.382
H 1.494 -1.904 -3.265
H 0.719 -0.433 -3.573
H -0.343 -3.140 -4.454
H -0.771 -1.505 -5.073
H -2.087 -3.123 -2.945
H -2.819 -1.638 -3.766
H -2.224 -1.507 -1.266
H -1.759 -0.311 -2.507
C 2.473 -10.154 2.783
C 1.893 -8.997 1.967
C 0.929 -8.189 2.891
N 0.064 -7.027 2.246
C -0.880 -7.758 1.202
C 0.901 -5.905 1.487
C 0.854 -4.605 2.364
C 0.374 -5.063 3.705
C -0.626 -6.170 3.388
H 2.912 -9.859 3.736
H 3.290 -10.631 2.242
H 1.669 -10.856 3.004
H 1.252 -9.360 1.163
H 2.718 -8.451 1.510
H 1.527 -7.708 3.665
H 0.185 -8.872 3.300
H -0.416 -8.503 0.556
H -1.369 -7.023 0.563
H -1.658 -8.256 1.781
H 0.469 -5.707 0.506
H 1.931 -6.241 1.374
H 0.163 -3.922 1.870
H 1.825 -4.109 2.401
H -0.091 -4.288 4.314
H 1.126 -5.535 4.338
H -1.535 -5.757 2.951
H -0.963 -6.829 4.188
B -2.219 1.823 -4.418
F -1.448 2.506 -5.327
F -3.500 2.406 -4.391
F -2.302 0.529 -4.910
F -1.548 1.788 -3.198
B 3.242 1.297 -2.863
F 1.994 1.767 -2.443
F 2.990 0.271 -3.780
F 3.931 2.270 -3.507
F 3.977 0.815 -1.792
B -2.798 -4.273 0.668
F -3.355 -3.170 0.070
F -3.877 -4.984 1.211
F -2.042 -4.916 -0.271
F -1.930 -3.934 1.670
B 0.422 0.978 5.213
F -0.456 0.111 5.745
F -0.224 1.933 4.402
F 1.157 1.581 6.179
F 1.245 0.282 4.330
C 4.502 -1.852 0.603
F 4.768 -1.951 1.958
F 3.202 -1.644 0.445
F 5.264 -0.851 0.062
S 4.979 -3.562 -0.266
O 6.357 -3.798 0.216
O 3.964 -4.498 0.270
N 4.986 -3.137 -1.998
S 4.157 -4.372 -2.631
O 4.797 -5.677 -2.412
O 2.692 -4.389 -2.411
C 4.349 -4.054 -4.527
F 4.016 -2.725 -4.815
F 5.628 -4.332 -4.839
F 3.581 -4.805 -5.264
C 1.023 4.795 2.459
F -0.063 4.274 1.949
F 1.315 4.304 3.693
F 2.056 4.509 1.719
S 0.881 6.666 2.589
O 2.206 7.167 2.960
O 0.324 7.146 1.340
N -0.311 6.638 3.831
S -0.033 8.039 4.316
O 1.049 8.149 5.295
O -0.088 9.188 3.435
C -1.627 8.347 5.266
F -1.880 7.408 6.146
F -1.518 9.456 5.913
F -2.681 8.421 4.370
*
```

---

# 4
This record from OMol25 describes a molecular structure, C11H16N2. The level of theory is wB97M-V/def2-TZVPD.

For the LUMO energy, the calculation gives 0.65 eV. The frontier orbital gap is 0.307 Ha.

```
! RIJCOSX wB97M-V def2-TZVPD def2/J DEFGRID3
* xyz 0 1
C 0.322 2.303 -0.400
C 0.877 0.981 -0.306
C 2.285 0.871 -0.247
C 2.920 -0.311 0.213
C 2.068 -1.427 0.180
C 0.648 -1.366 -0.007
C 0.062 -0.115 -0.267
C -1.992 0.565 0.936
C -3.670 0.351 0.725
C -3.557 -0.672 -0.455
C -2.111 -1.154 -0.604
H 0.533 2.633 0.768
H 0.857 3.008 -0.991
H -0.711 2.230 -0.679
H 2.844 1.761 -0.340
H 4.756 -0.899 1.366
H 4.634 0.826 -0.154
H 2.617 -2.401 0.241
H 0.151 -2.290 -0.254
H -1.658 -0.216 1.752
H -1.761 1.558 1.342
H -4.024 -0.185 1.626
H -4.428 1.203 0.558
H -3.757 0.102 -1.302
H -4.309 -1.349 -0.390
H -2.040 -2.076 0.083
H -1.823 -1.465 -1.658
N 4.351 -0.420 0.209
N -1.351 0.048 -0.291
*
```

---

# 5
This record from OMol25 describes C3H3OP in the gas phase. The level of theory is wB97M-V/def2-TZVPD.

For the LUMO energy (spin up / spin down), the calculation gives -1.40 / -1.40 eV. The frontier orbital gap (spin up / spin down) is 0.287 / 0.287 Ha.

```
! RIJCOSX wB97M-V def2-TZVPD def2/J DEFGRID3
* xyz 0 1
C -2.298 -1.053 1.190
C -1.497 -0.435 0.556
C 1.645 1.005 -1.234
O 1.125 -1.174 0.246
P 0.367 0.004 -0.181
H -3.099 -1.522 1.614
H 1.165 2.051 -1.482
H 2.591 1.124 -0.710
*
```

---

# 6
This record from OMol25 describes a molecular structure, C33H41N6PbSb. The level of theory is wB97M-V/def2-TZVPD.

For the LUMO energy (spin up / spin down), the calculation gives -12.40 / -12.61 eV. The frontier orbital gap (spin up / spin down) is 0.225 / 0.220 Ha.

```
! RIJCOSX wB97M-V def2-TZVPD def2/J DEFGRID3
* xyz 4 1
Pb 0.439 -0.208 0.450
C 1.593 -0.640 3.537
N 0.225 -0.411 3.007
C -0.623 -1.591 3.279
C -0.185 -2.788 2.475
C -0.225 -4.068 2.993
C 0.157 -5.134 2.187
C 0.575 -4.883 0.889
C 0.601 -3.574 0.449
N 0.227 -2.544 1.222
C -0.334 0.774 3.688
C -1.605 1.281 3.066
C -2.609 1.799 3.797
C -3.733 2.516 3.207
C -4.074 2.890 0.954
C -2.936 2.167 0.176
N -1.601 1.339 1.662
C 2.590 0.346 2.985
C 3.660 0.794 3.739
C 4.603 1.620 3.142
C 4.443 1.974 1.810
C 3.342 1.493 1.130
N 2.428 0.698 1.703
H 1.583 -0.597 4.631
H 1.903 -1.650 3.263
H -0.615 -1.835 4.346
H -1.655 -1.332 3.018
H -0.545 -4.234 4.014
H 0.137 -6.145 2.574
H 0.884 -5.684 0.232
H 0.937 -3.334 -0.554
H -0.508 0.556 4.747
H 0.422 1.566 3.646
H -2.545 1.786 4.880
H -4.324 3.062 3.938
H -4.838 3.354 0.338
H -3.033 2.178 -0.907
H 3.763 0.493 4.774
H 5.451 1.980 3.710
H 5.160 2.609 1.308
H 3.179 1.749 0.089
N -0.439 2.791 0.046
C -1.628 2.673 0.829
C -2.010 3.779 1.732
C -3.366 3.846 1.910
C -4.554 1.896 2.049
C -4.048 0.569 1.625
C -4.668 -0.642 1.674
C -4.106 -1.696 0.943
C -2.913 -1.467 0.200
N -2.266 -0.339 0.145
C -2.789 0.780 0.870
H -0.640 3.179 -0.870
H 0.263 3.381 0.483
H -1.288 4.378 2.281
H -3.828 4.754 2.289
H -5.621 1.928 2.266
H -5.602 -0.775 2.206
H -4.571 -2.671 0.909
H -2.481 -2.300 -0.348
C -0.191 -2.542 -5.876
C 0.151 -1.060 -5.930
Sb 1.486 -0.428 -4.382
C 3.175 -1.756 -4.371
C 4.233 -1.319 -5.384
C 2.053 1.598 -4.806
C 2.506 1.748 -6.261
H -0.840 -2.787 -6.717
H -0.724 -2.809 -4.963
H 0.694 -3.173 -5.963
H -0.727 -0.417 -5.876
H 0.697 -0.799 -6.842
H 2.754 -2.732 -4.609
H 3.568 -1.790 -3.356
H 3.846 -1.286 -6.402
H 5.039 -2.054 -5.370
H 4.669 -0.352 -5.137
H 2.827 1.877 -4.093
H 1.165 2.198 -4.608
H 3.383 1.149 -6.494
H 2.770 2.794 -6.428
H 1.712 1.501 -6.965
*
```